DFT (ωB97M-V with the def2-TZVPD basis set) results for a cluster of 2 separate species, C5H13NO in total in a non-equilibrium geometry.

Calculated values
- ⟨S²⟩: 0.763
- LUMO level (alpha / beta): -3.73 / -7.31 eV
- Gap between HOMO and LUMO (alpha / beta): 10.75 / 8.19 eV
- Total energy: -8924.6718 eV
- Energy above the lowest of the compared OMol25 structures with the same formula, charge and spin: 104.1 kJ/mol

```
! wB97M-V def2-TZVPD RIJCOSX def2/J DEFGRID3
* xyz 1 2
C 0.20844 -2.03831 -1.40511
N 0.80437 -0.69212 -1.18888
C -0.03165 0.23018 -0.55400
C 0.57650 0.91105 0.46490
C 0.11489 2.06219 1.29068
C -1.25641 0.65460 -1.27400
H 0.12022 -2.57733 -0.45944
H -0.80709 -1.92979 -1.80587
H 0.88171 -2.52191 -2.10890
H 1.69406 -0.80109 -0.71184
H 1.50746 0.55584 0.86906
H 0.86218 2.26729 2.05310
H -0.10411 2.98615 0.74453
H -0.80147 1.86104 1.85421
H -2.23377 0.24059 -0.99496
H -1.19660 0.31941 -2.32081
H -1.22884 1.74490 -1.23748
H -0.28906 -0.64876 1.94729
H 0.81439 -1.70432 2.25142
O 0.36478 -0.91961 2.58611
*
```

Here are the natural (NBO) charges for atoms 1 to 4, given in e: atom 1 (C): -0.4320, atom 2 (N): -0.3817, atom 3 (C): 0.2383, atom 4 (C): 0.0349